(1)
Entry from the Open Molecules 2025 dataset: a structure of composition H12HfN2O12 in a non-equilibrium geometry (ωB97M-V/def2-TZVPD).

Values from the calculation:
* charge: +2
* spin multiplicity: 1
* total energy: -1066.81910 Eh
* energy above the lowest of the compared OMol25 structures with the same formula, charge and spin: 6.1 kcal per mole
* Kohn-Sham gap: 7.12 eV
* LUMO energy: -8.553 eV
* strongest force on any atom: 8.7 eV/A
* HOMO: -0.5759 Eh

The geometry in XYZ format:
```
27
H12HfN2O12, DFT ωB97M-V/def2-TZVPD
Hf 0.051 -0.009 0.276
N 1.811 1.860 -1.787
O 2.558 1.283 -2.612
O 0.791 1.270 -1.312
O 2.424 2.613 -0.976
N -2.257 -0.266 -2.322
O -1.419 -0.010 -1.444
O -1.883 -0.801 -3.394
O -3.465 -0.222 -1.974
O -2.012 -0.810 0.971
H -2.579 -0.805 1.770
H -2.534 -1.353 0.376
O -1.177 1.765 0.560
H -0.980 2.502 1.146
H -2.141 1.622 0.596
O 1.288 1.351 1.391
H 1.342 1.741 2.262
H 2.079 1.688 0.968
O 0.502 -1.050 2.044
H 1.298 -1.104 2.576
H -0.241 -1.347 2.644
O -0.145 -2.113 -0.266
H -0.100 -2.565 -1.144
H -0.438 -2.831 0.327
O 2.062 -0.695 -0.118
H 2.243 -1.421 -0.717
H 2.924 -0.292 0.160
```

(2)
Entry from the Open Molecules 2025 dataset: the ion C5H5N2 with charge +1 in a non-equilibrium geometry (ωB97M-V/def2-TZVPD).

Values from the calculation:
* charge: +1
* spin multiplicity: 3
* total energy: -302.52168 Eh
* energy above the lowest of the compared OMol25 structures with the same formula, charge and spin: 34.3 kcal per mole
* Kohn-Sham gap (alpha / beta): 8.13 / 7.29 eV
* LUMO energy (alpha / beta): -4.094 / -9.434 eV
* strongest force on any atom: 12.9 eV/A
* HOMO (alpha / beta): -0.4492 / -0.6147 Eh

The geometry in XYZ format:
```
12
C5H5N2, DFT ωB97M-V/def2-TZVPD
C 2.899 -0.669 -0.081
C 0.258 0.473 -0.044
C 1.404 1.319 0.065
C 2.591 0.807 0.123
C -1.913 -0.867 0.080
N 3.101 -1.828 -0.115
N -0.699 -0.177 -0.007
H 1.310 2.346 -0.004
H 3.362 1.577 0.195
H -2.368 -1.401 -0.815
H -2.608 -0.257 0.489
H -1.473 -1.672 0.788
```

(3)
Entry from the Open Molecules 2025 dataset: a cluster of 2 separate species, C5H7N3O2 in total in a non-equilibrium geometry (ωB97M-V/def2-TZVPD).

Values from the calculation:
* spin multiplicity: 1
* total energy: -509.39076 Eh
* structure (SMILES): CNc1nc(C#N)co1.O
* energy above the lowest of the compared OMol25 structures with the same formula, charge and spin: 68.3 kcal per mole
* Kohn-Sham gap: 9.20 eV
* LUMO energy: 0.492 eV
* strongest force on any atom: 5.4 eV/A
* HOMO: -0.3199 Eh

The geometry in XYZ format:
```
17
C5H7N3O2, DFT ωB97M-V/def2-TZVPD
C 2.918 0.528 1.614
N 2.099 -0.390 0.850
C 0.899 -0.080 0.352
N 0.104 -0.832 -0.368
C -0.866 0.051 -0.828
C -0.690 1.263 -0.244
O 0.475 1.195 0.460
C -1.846 -0.358 -1.804
N -2.628 -0.121 -2.677
H 3.863 0.027 1.851
H 3.142 1.433 1.034
H 2.432 0.823 2.556
H 2.369 -1.363 0.760
H -1.259 2.184 -0.203
O -3.603 -1.822 -1.101
H -3.856 -1.162 -2.019
H -3.553 -1.376 -0.236
```

(4)
Entry from the Open Molecules 2025 dataset: an isolated molecule of C5H6O2 (ωB97M-V/def2-TZVPD).

Values from the calculation:
* spin multiplicity: 1
* total energy: -344.39520 Eh
* energy above the lowest of the compared OMol25 structures with the same formula, charge and spin: 129.7 kcal per mole
* Kohn-Sham gap: 8.68 eV
* LUMO energy: -0.603 eV
* strongest force on any atom: 0.5 eV/A
* HOMO: -0.3412 Eh

The geometry in XYZ format:
```
13
C5H6O2, DFT ωB97M-V/def2-TZVPD
O 1.994 1.985 -1.240
C 1.626 1.161 -0.438
C 1.036 -0.141 -0.867
O 0.973 -1.186 0.092
C -1.993 -0.777 1.531
C -1.027 0.051 0.797
C -0.249 -0.606 -0.317
H 1.691 1.327 0.657
H 1.294 -0.452 -1.878
H -2.286 -1.575 0.807
H -1.817 0.729 0.389
H -0.400 0.681 1.437
H -0.853 -1.223 -0.988
```

| no. | M (g/mol) |
| --- | --- |
| 1 | 410.59 |
| 2 | 93.11 |
| 3 | 141.13 |
| 4 | 98.10 |